7
Properties=species:S:1:pos:R:3:forces:R:3 method="wB97M-V/def2-TZVPD" max_force_ev_per_a=6.682 lumo_ha="-0.0022 / -0.0080" total_energy_ha=-609.34397 e_above_lowest_ev=7.857
C 0.484400 -0.270966 -0.043289 -1.685 6.226 1.532
N 0.319287 1.765954 0.032958 -3.010 -5.960 0.251
N -0.717957 -0.864288 0.015153 3.560 0.815 -0.217
Cl -2.149687 0.022661 -0.149995 0.325 -0.671 -0.181
H 1.453450 -0.682880 0.365907 -1.376 -0.378 -1.045
H 1.250355 1.893494 -0.154675 3.529 0.400 -0.555
H -0.639847 -1.863974 -0.066059 -1.343 -0.433 0.215